{
  "formula": "C2H6NOS2",
  "method": "ωB97M-V/def2-TZVPD",
  "species": ["C", "C", "N", "O", "S", "S", "H", "H", "H", "H", "H", "H"],
  "coordinates": [[1.87, 0.65, 0.14], [0.00, -0.73, -0.30], [-1.28, -0.16, 0.35], [0.77, 0.33, -0.62], [1.66, 0.14, 1.82], [0.86, -1.71, 1.06], [2.78, 0.13, -0.37], [1.87, 1.70, 0.12], [-0.30, -1.36, -1.39], [-1.82, -0.94, 0.70], [-1.81, 0.47, -0.34], [-0.95, 0.50, 1.11]],
  "mulliken_charge": [-0.22, -0.22, -0.28, -0.34, -0.04, -0.03, 0.31, 0.31, 0.39, 0.36, 0.39, 0.39],
  "e_lumo_ev": -4.18,
  "homo_lumo_gap_ev": 9.35,
  "multiplicity": 1,
  "smiles": "[NH3+][C@H]1OCSS1",
  "charge": 1,
  "e_above_lowest_kj_mol": 0.0
}

---

{
  "formula": "CH6NS2",
  "method": "ωB97M-V/def2-TZVPD",
  "species": ["C", "N", "S", "S", "H", "H", "H", "H", "H", "H"],
  "coordinates": [[-0.94, -0.50, -0.03], [-0.83, 0.83, 0.66], [2.56, -0.24, -0.48], [0.94, -0.24, -1.60], [-1.80, -0.30, -0.71], [-0.73, -1.36, 0.66], [-1.71, 0.89, 1.10], [-0.68, 1.49, -0.11], [-0.01, 0.82, 1.27], [3.20, -1.39, -0.76]],
  "mulliken_charge": [-0.78, -0.26, -0.09, 0.05, 0.43, 0.35, 0.36, 0.38, 0.34, 0.22],
  "e_lumo_ev": -5.33,
  "homo_lumo_gap_ev": 8.04,
  "multiplicity": 1,
  "charge": 1,
  "e_above_lowest_kj_mol": 155.1
}

---

{
  "formula": "C4H7N2S3",
  "method": "ωB97M-V/def2-TZVPD",
  "species": ["C", "C", "C", "C", "N", "N", "S", "S", "S", "H", "H", "H", "H", "H", "H", "H"],
  "coordinates": [[-2.78, 1.01, 0.70], [-0.58, 0.20, -0.16], [0.05, -0.95, 1.92], [0.22, 0.34, -2.67], [-2.00, 0.25, 1.54], [-0.83, -0.22, 1.05], [-4.18, 1.74, 1.07], [-1.96, 1.18, -0.86], [0.88, 0.07, -1.06], [0.40, -1.68, 1.20], [-0.42, -1.56, 2.71], [0.86, -0.33, 2.39], [-0.30, 1.30, -2.59], [-0.33, -0.54, -3.03], [0.93, 0.55, -3.38], [-2.57, -0.30, 2.20]],
  "mulliken_charge": [0.19, 0.40, -0.83, -0.98, -0.36, 0.30, -0.20, -0.04, 0.06, 0.38, 0.34, 0.28, 0.37, 0.35, 0.41, 0.33],
  "e_lumo_ev": -4.40,
  "homo_lumo_gap_ev": 8.40,
  "multiplicity": 1,
  "charge": 1,
  "e_above_lowest_kj_mol": 0.0
}

---

{
  "formula": "CH6NO4",
  "method": "ωB97M-V/def2-TZVPD",
  "species": ["N", "C", "O", "O", "H", "H", "H", "H", "O", "H", "H", "O"],
  "coordinates": [[0.29, 0.81, 2.07], [0.24, 0.01, 0.91], [-0.09, 0.71, -0.11], [0.27, -1.20, 0.89], [0.02, 1.76, 1.83], [-0.31, 0.50, 2.82], [-0.82, -2.23, -1.47], [-0.34, -3.09, -0.32], [-0.74, -3.16, -1.20], [0.42, 1.97, -1.35], [0.36, 3.38, -1.46], [0.15, 2.62, -2.02]],
  "mulliken_charge": [-0.50, 0.71, -0.37, -0.47, 0.27, 0.27, 0.30, 0.36, -0.64, 0.38, 0.30, -0.61],
  "e_lumo_ev": [0.11, -4.24],
  "s2": 0.7556,
  "homo_lumo_gap_ev": [11.11, 6.76],
  "multiplicity": 2,
  "e_above_lowest_kj_mol": 40.9
}

---

{
  "formula": "C24H23N5O5",
  "method": "ωB97M-V/def2-TZVPD",
  "species": ["C", "C", "C", "C", "C", "C", "C", "C", "C", "C", "C", "C", "C", "N", "C", "C", "C", "C", "C", "H", "H", "H", "H", "H", "H", "H", "H", "H", "H", "H", "H", "H", "H", "H", "H", "H", "H", "H", "H", "H", "O", "N", "O", "C", "C", "C", "N", "O", "O", "C", "C", "N", "O", "N", "C", "H", "H"],
  "coordinates": [[-3.24, 5.31, -0.47], [-2.82, 5.02, 0.81], [-2.08, 3.84, 1.09], [-1.58, 3.58, 2.39], [-0.81, 2.46, 2.63], [-0.67, 1.48, 1.63], [-1.19, 1.66, 0.36], [-1.07, 0.56, -0.69], [-1.09, -0.90, -0.16], [-2.10, -1.77, -0.85], [-1.82, -3.24, -0.54], [-0.68, -3.69, -1.44], [0.45, -2.67, -1.32], [0.27, -1.72, -0.08], [-0.01, -2.68, 1.10], [-1.35, -3.38, 0.90], [-1.83, 2.90, 0.03], [-2.22, 3.26, -1.28], [-2.92, 4.44, -1.53], [-3.80, 6.22, -0.67], [-3.05, 5.69, 1.64], [-1.79, 4.30, 3.19], [-0.33, 2.29, 3.60], [-0.13, 0.58, 1.91], [-1.93, 0.65, -1.38], [-0.20, 0.77, -1.34], [-1.34, -0.87, 0.91], [-3.09, -1.46, -0.49], [-2.08, -1.58, -1.93], [-2.72, -3.84, -0.72], [-0.31, -4.68, -1.14], [-1.00, -3.75, -2.49], [1.44, -3.14, -1.19], [0.46, -2.04, -2.21], [0.84, -3.38, 1.16], [-0.03, -2.09, 2.01], [-2.10, -3.00, 1.60], [-1.19, -4.44, 1.13], [-1.96, 2.61, -2.11], [-3.23, 4.67, -2.55], [6.02, 0.57, -1.70], [5.67, -0.14, -0.74], [6.49, -0.64, 0.06], [4.26, -0.39, -0.48], [3.86, -0.99, 0.72], [2.51, -1.15, 1.04], [2.26, -1.10, 2.48], [3.23, -1.25, 3.26], [1.10, -0.83, 2.90], [1.33, -0.83, 0.09], [1.91, -0.33, -1.21], [1.23, -0.16, -2.36], [2.18, 0.26, -3.30], [3.45, 0.25, -2.78], [3.27, -0.10, -1.46], [4.62, -1.26, 1.45], [0.92, 0.09, 0.52]],
  "mulliken_charge": [-0.55, -0.73, 0.85, -0.93, -1.42, 0.16, 1.33, -2.31, 0.06, -1.21, 0.09, -1.26, -0.61, 1.37, -0.80, -1.25, 0.64, -0.56, -0.76, 0.38, 0.37, 0.37, 0.47, -0.06, 0.74, 0.93, 0.75, 0.45, 0.55, 0.47, 0.38, 0.43, 0.57, 0.47, 0.58, 0.43, 0.42, 0.51, 0.37, 0.38, -0.59, 0.89, -0.64, -0.87, -0.95, -1.00, 1.12, -0.73, -0.69, 1.55, 0.27, -0.45, -0.28, -0.48, 0.42, 0.62, -0.27],
  "e_lumo_ev": -0.53,
  "homo_lumo_gap_ev": 7.36,
  "multiplicity": 1,
  "smiles": "O=[N+]([O-])C1=CC(=[N+]([O-])[O-])[C@H]([N@+]23CC[C@H](CC2)C[C@@H]3Cc2cccc3ccccc23)c2nonc21",
  "e_above_lowest_kj_mol": 1099.0
}